(1)
C54H53IrNO3P4S3 as an isolated structure in a non-equilibrium geometry. Source: the OMol25 dataset; level of theory: the ωB97M-V functional and the def2-TZVPD basis.

Its net charge is +1. Its HOMO energy (alpha / beta) is -0.31526 / -0.37653 Eh. As for the LUMO energy (alpha / beta): -2.2 / -4.3 eV. As for the expectation value of S²: 6.02. The spin multiplicity is 5. The calculation puts the HOMO-LUMO gap (alpha / beta) at 6.375 / 5.928 eV.

```
119
Properties=species:S:1:pos:R:3:forces:R:3
Ir -0.022735 0.268837 -0.075590 0.4 1.0 -1.5
C 3.553743 -0.735128 -0.509050 0.5 0.6 0.8
C 4.038934 0.694155 -0.695082 1.3 -0.2 -0.6
P 3.813786 1.690477 0.812645 -0.4 0.0 0.4
C 5.056601 0.860099 1.867956 2.0 1.4 -0.3
C 6.467855 0.783391 1.683097 0.1 -0.3 -1.8
C 7.269296 -0.030772 2.479769 0.0 0.4 -0.8
C 6.662366 -0.770276 3.474173 0.5 -1.0 1.5
C 5.298973 -0.629574 3.735602 1.3 0.3 0.5
C 4.579121 0.302972 3.016511 -0.8 -1.6 0.2
C 4.606104 3.235771 0.320113 1.0 0.0 -0.9
C 4.968722 4.155815 1.279960 -0.4 0.2 2.5
C 5.729608 5.273407 1.007484 0.4 1.3 0.8
C 6.129601 5.620103 -0.287607 -0.3 -0.7 0.8
C 5.780008 4.700450 -1.253602 -0.6 0.3 -1.0
C 5.056186 3.543963 -0.966209 0.6 1.6 1.5
P 1.769373 -1.033249 -0.503635 0.5 -1.5 0.7
C 1.468953 -1.582795 -2.167694 -0.2 -1.0 -1.3
C 1.982068 -0.804706 -3.206793 -1.2 -2.4 -1.2
C 1.818865 -1.229029 -4.546764 -0.2 0.0 1.7
C 1.118935 -2.392088 -4.818089 -1.3 -0.3 -0.9
C 0.497296 -3.132033 -3.781793 1.3 0.9 -0.1
C 0.729744 -2.759995 -2.464665 0.2 0.8 0.6
C 1.756228 -2.499093 0.591289 0.6 -0.1 1.1
C 1.535912 -2.300791 1.983409 0.2 2.7 -1.8
C 1.757515 -3.253104 2.902442 -0.2 -1.2 1.4
C 2.181478 -4.490696 2.496591 0.3 -1.9 -1.7
C 2.497366 -4.725595 1.150793 0.1 -0.4 -0.7
C 2.300939 -3.731259 0.214825 -0.5 1.0 -0.9
H 3.893852 -1.102116 0.460676 0.0 0.2 0.3
H 4.078698 -1.392641 -1.178055 -0.2 -0.4 -0.7
H 3.590244 1.204739 -1.547534 -0.2 -0.1 0.0
H 5.136843 0.618887 -0.919529 -0.8 0.3 0.1
H 7.001103 1.193648 0.778270 -1.0 0.0 1.0
H 8.339866 -0.125815 2.217386 -0.8 0.1 0.5
H 7.288648 -1.440612 4.120619 -0.8 0.6 -0.8
H 4.848153 -1.172533 4.553438 -0.1 0.0 0.0
H 3.550554 0.402853 3.257924 -0.9 0.3 0.1
H 4.624088 4.018084 2.354260 0.5 0.0 -1.4
H 5.980318 5.922194 1.868269 -0.1 -0.3 -0.7
H 6.659925 6.544962 -0.500570 -0.1 -0.3 0.0
H 5.917827 4.921939 -2.311496 0.4 -0.1 0.2
H 4.844167 2.970321 -1.779315 -0.7 -1.8 -2.0
H 2.501396 0.065191 -3.002836 1.0 1.7 0.3
H 2.226299 -0.603860 -5.302020 0.2 0.2 -0.7
H 0.889538 -2.665357 -5.887755 0.5 0.2 1.3
H -0.059292 -4.003914 -4.036692 -0.4 -0.5 0.0
H 0.357990 -3.289470 -1.578136 -0.1 -0.2 -0.7
H 1.337690 -1.291113 2.388578 -0.3 -0.5 -0.7
H 1.535295 -3.043961 3.940253 0.1 -0.1 0.1
H 2.167862 -5.407712 3.051561 0.3 0.1 1.1
H 2.866449 -5.673859 0.694636 -0.4 0.5 1.2
H 2.500013 -3.881656 -0.859304 0.1 -0.2 0.7
C -7.444672 0.711268 1.364308 -2.2 2.0 0.9
S -7.313600 -1.055513 1.214950 0.0 -0.8 -0.1
C -6.678579 -1.172244 -0.498648 0.7 0.4 0.1
C -5.149805 -1.080226 -0.574984 0.1 1.0 -0.4
C -4.449520 0.059194 0.169727 -0.2 -0.4 -0.3
N -2.986709 0.009873 -0.039321 0.0 -0.3 0.2
P -2.020303 1.171934 -0.796794 0.3 -1.7 -2.0
C -2.343591 1.122792 -2.601407 -1.8 1.8 -0.5
C -3.430372 1.878882 -3.237100 0.1 -0.4 1.4
C -3.651997 1.777712 -4.578811 0.6 0.4 -1.2
C -2.735123 1.085325 -5.388105 -0.3 -0.1 -0.8
C -1.687814 0.410477 -4.825239 0.0 -0.6 1.6
C -1.502414 0.402860 -3.422590 -0.9 0.6 -0.4
C -2.415805 2.718540 -0.201590 -0.8 3.1 1.7
C -2.104438 3.915017 -0.915315 0.9 -2.8 -1.4
C -2.224577 5.135021 -0.347324 -0.6 0.6 1.6
C -2.718899 5.114200 0.971133 -0.5 2.2 1.0
C -3.084953 4.010568 1.750313 0.9 0.3 -0.1
C -2.843424 2.779125 1.154613 -0.8 -0.3 -1.4
P -1.757475 -1.047092 0.525092 -1.1 -0.4 1.9
C -2.156934 -1.248443 2.308667 -1.1 -1.2 -0.7
C -3.328041 -1.937150 2.654736 -0.5 -0.8 -0.8
C -3.697449 -2.158667 3.948661 -0.6 -0.5 2.2
C -2.916544 -1.639608 4.976973 1.2 0.0 -1.6
C -1.741066 -0.996969 4.651030 -0.3 0.3 -0.9
C -1.349413 -0.814253 3.324312 -0.1 0.7 -0.2
C -1.957601 -2.712896 -0.193279 -0.1 -0.2 0.2
C -1.504824 -3.829854 0.516138 -0.1 -0.3 -0.9
C -1.540080 -5.086463 -0.108076 0.0 -1.4 0.9
C -2.008012 -5.281529 -1.402336 -0.6 1.1 -0.4
C -2.482280 -4.157114 -2.080155 -0.2 -0.2 -0.6
C -2.456650 -2.923457 -1.477872 0.3 1.0 -0.3
H -8.276231 1.057400 2.110337 1.0 -1.2 -1.5
H -7.695602 1.160777 0.392081 -0.1 -0.2 0.3
H -6.643202 1.312705 1.754587 1.1 -0.4 0.1
H -7.171473 -0.355891 -1.023282 0.1 0.1 -0.2
H -6.928784 -2.081360 -1.067082 -0.4 0.1 0.8
H -4.876340 -0.958158 -1.627630 0.0 -0.3 -0.1
H -4.695788 -1.983495 -0.207841 0.0 -0.6 0.0
H -4.763657 0.026838 1.218363 0.6 0.0 0.1
H -4.741009 1.027261 -0.213239 -0.3 0.3 -0.2
H -4.166601 2.545571 -2.727474 1.0 -0.8 0.2
H -4.446384 2.340144 -5.079776 0.2 -0.3 0.4
H -2.856339 1.063839 -6.483804 0.0 0.0 0.7
H -1.043706 -0.252146 -5.347692 0.5 -0.1 -0.9
H -0.723432 -0.145781 -2.938863 0.6 -0.4 -0.1
H -1.674274 3.720134 -1.917250 -0.4 0.6 0.5
H -1.996283 6.107988 -0.812756 -0.1 -0.8 0.1
H -2.869945 6.118040 1.424981 0.1 -0.8 -0.2
H -3.415472 4.134423 2.819294 0.3 -0.2 -1.5
H -3.158792 1.825476 1.570509 0.3 0.3 0.6
H -3.941321 -2.433713 1.915873 0.0 0.2 -0.4
H -4.534748 -2.781119 4.327564 0.3 0.5 -1.1
H -3.057100 -1.818479 5.997464 -0.8 -0.2 1.3
H -1.194992 -0.571640 5.438165 1.0 0.4 0.9
H -0.518467 -0.232482 2.961990 0.6 0.1 0.7
H -1.108683 -3.709501 1.508538 0.0 -0.2 0.3
H -1.315889 -6.018478 0.463190 0.2 1.1 -0.3
H -2.102696 -6.228162 -1.922874 0.3 -0.2 0.5
H -2.894336 -4.181474 -3.107137 0.4 -0.3 0.7
H -2.735834 -2.086228 -2.104789 -0.2 0.2 0.2
O 2.077194 4.784082 1.399762 0.0 0.2 -1.7
S 2.109959 4.712496 -0.040626 -1.1 -2.1 1.3
O 1.669733 3.505481 -0.697130 0.4 0.8 0.6
O 2.401085 5.811018 -0.860440 0.5 1.2 -0.3
S 0.491967 1.625702 1.512529 -0.1 0.3 1.1
```
Positions in Å, forces in eV/Å.

---

(2)
A 9-piece molecular cluster, C54H54O18 overall in a non-equilibrium geometry. Source: the OMol25 dataset; level of theory: the ωB97M-V functional and the def2-TZVPD basis.

Its net charge is 0. Its HOMO energy is -0.27249 Eh. Its energy above the lowest of the compared OMol25 structures with the same formula, charge and spin is 358.6 kcal/mol. As for the LUMO energy: 0.1 eV. The calculation puts the HOMO-LUMO gap at 7.557 eV.

```
126
Properties=species:S:1:pos:R:3:forces:R:3
C -3.117135 6.249500 3.594452 2.9 -4.4 -0.6
C -1.886135 5.554500 3.144452 -1.5 1.7 -0.1
C -1.882135 4.104500 3.177452 1.5 6.0 -0.4
C -2.973135 3.472500 3.612452 -0.5 -2.3 0.2
C -4.112135 4.095500 4.054452 -3.9 -3.5 0.3
C -4.239135 5.429500 4.037452 2.0 4.2 -0.2
O -5.369135 6.002500 4.502452 -1.3 -3.3 0.1
O -0.821135 3.465500 2.742452 -8.3 -6.1 -0.4
H -2.831135 7.258500 3.689452 -1.2 1.5 0.2
H -0.999135 6.303500 2.674452 -2.4 -2.7 1.5
H -2.907135 2.391500 3.574452 -0.2 -0.1 0.2
H -5.147135 3.373500 4.301452 3.3 2.4 -0.5
H -5.413135 6.908500 4.609452 0.6 2.8 0.0
H -0.009135 3.649500 2.653452 9.2 3.8 -0.5
C -2.425135 -4.231500 0.973452 -5.3 1.6 7.0
C -2.670135 -2.840500 1.498452 1.1 -6.2 -1.7
C -3.402135 -2.644500 2.602452 -0.6 -0.1 -0.8
C -3.955135 -3.762500 3.232452 -0.6 0.4 1.3
C -3.791135 -5.100500 2.857452 1.0 3.2 -1.2
C -3.047135 -5.341500 1.690452 1.2 2.7 -0.8
O -2.888135 -6.621500 1.264452 -0.6 -0.3 0.3
O -3.762135 -1.397500 2.957452 -1.8 -0.4 2.5
H -1.738135 -4.431500 0.314452 3.4 -0.8 -4.0
H -2.282135 -2.078500 0.958452 1.3 2.4 -1.6
H -4.551135 -3.476500 4.099452 0.0 -0.5 0.0
H -4.179135 -5.833500 3.495452 -0.6 -1.2 0.5
H -3.596135 -7.047500 1.778452 0.6 -0.7 -0.6
H -3.427135 -0.589500 2.604452 1.1 0.0 -1.0
C -7.803135 2.797500 -2.648548 2.3 -0.4 1.3
C -6.390135 2.333500 -2.315548 -3.2 1.6 -1.1
C -5.772135 1.457500 -3.164548 -4.1 -0.5 -3.3
C -6.461135 1.033500 -4.372548 0.7 1.9 2.3
C -7.617135 1.731500 -4.684548 0.1 -3.2 -2.1
C -8.401135 2.459500 -3.869548 0.3 3.7 3.0
O -9.575135 3.146500 -4.311548 1.0 -3.6 -0.6
O -4.652135 0.917500 -2.857548 5.5 -2.5 0.4
H -8.343135 3.425500 -1.898548 0.7 -0.4 -0.8
H -5.753135 2.798500 -1.576548 -0.6 -0.1 0.6
H -5.948135 0.264500 -4.943548 -0.5 0.3 -0.5
H -8.126135 1.451500 -5.562548 -0.3 -0.2 -1.5
H -9.559135 4.023500 -4.014548 0.3 1.8 0.8
H -4.112135 0.372500 -3.542548 -2.1 1.7 1.4
C 5.617865 3.657500 1.071452 -5.8 0.6 2.7
C 4.621865 4.409500 1.858452 0.1 -0.6 -1.0
C 3.307865 4.011500 2.019452 -0.5 -1.5 -1.4
C 2.952865 2.715500 1.504452 -0.3 0.8 -0.5
C 3.878865 1.935500 0.830452 1.0 3.8 1.6
C 5.191865 2.454500 0.609452 1.0 -2.1 -0.9
O 6.100865 1.602500 -0.023548 -0.8 -0.7 -0.1
O 2.302865 4.888500 2.455452 0.5 -1.5 -0.3
H 6.540865 4.019500 0.913452 3.1 1.1 -0.5
H 4.727865 5.389500 2.280452 1.1 0.5 -0.2
H 1.939865 2.262500 1.351452 0.6 1.1 1.0
H 3.366865 1.086500 0.606452 0.2 -3.0 -1.6
H 6.886865 1.941500 -0.475548 -0.6 0.7 0.5
H 2.703865 5.484500 3.076452 0.2 0.6 0.5
C -0.052135 0.114500 0.810452 2.4 -8.0 -2.5
C 0.583865 -1.329500 0.555452 -1.4 4.8 3.1
C 0.483865 -1.925500 -0.627548 -2.9 2.1 -2.1
C -0.413135 -1.278500 -1.601548 -0.2 1.8 0.7
C -0.919135 0.002500 -1.295548 -1.5 -1.2 -2.9
C -0.753135 0.710500 -0.140548 1.7 0.3 2.2
O -1.012135 2.013500 0.093452 -1.6 0.8 -4.0
O 1.108865 -3.033500 -0.895548 0.3 -3.1 -2.1
H 0.394865 0.403500 1.647452 0.9 2.2 3.7
H 1.129865 -1.706500 1.444452 -0.2 0.0 -1.0
H -0.773135 -1.608500 -2.614548 1.0 -0.4 1.3
H -1.593135 0.468500 -2.027548 0.3 -0.3 0.0
H -0.994135 2.245500 0.986452 0.0 0.5 2.6
H 0.652865 -3.465500 -1.690548 1.0 0.2 1.4
C 0.911865 4.151500 -1.466548 1.0 2.7 -2.9
C 2.105865 5.095500 -1.703548 -2.6 -2.3 1.6
C 1.981865 6.136500 -2.694548 1.2 -2.0 2.3
C 0.895865 6.108500 -3.513548 3.7 -7.1 8.0
C -0.097135 5.254500 -3.395548 -0.2 -1.2 1.2
C -0.198135 4.316500 -2.433548 3.7 -0.9 3.3
O -1.309135 3.611500 -2.396548 -1.1 -3.7 2.0
O 2.948865 7.087500 -2.637548 1.9 1.1 0.6
H 0.861865 3.397500 -0.642548 0.3 0.9 -1.0
H 2.941865 4.899500 -0.921548 -1.2 1.0 -1.8
H 0.813865 6.765500 -4.079548 -1.3 10.6 -9.4
H -0.916135 5.492500 -3.921548 -3.0 0.2 -2.2
H -1.163135 2.810500 -1.745548 -0.7 2.5 -1.5
H 3.209865 7.871500 -3.177548 -1.6 -1.6 -0.1
C 4.832865 -4.535500 -2.204548 -1.8 -1.5 -1.1
C 5.620865 -5.007500 -3.271548 1.4 3.1 2.6
C 6.907865 -4.397500 -3.345548 -1.6 -2.2 -1.1
C 7.338865 -3.502500 -2.357548 -0.1 0.5 -1.3
C 6.455865 -2.994500 -1.420548 -1.0 -3.3 -1.6
C 5.173865 -3.577500 -1.289548 1.6 1.4 0.0
O 4.367865 -3.106500 -0.297548 2.5 0.6 0.5
O 7.742865 -4.827500 -4.348548 2.4 1.3 1.7
H 3.825865 -5.000500 -2.197548 0.5 0.5 0.5
H 5.160865 -5.712500 -3.907548 0.3 -0.6 -0.9
H 8.318865 -3.005500 -2.391548 -0.3 -0.7 -0.3
H 6.945865 -2.365500 -0.798548 0.4 2.3 2.4
H 3.499865 -3.343500 -0.465548 -2.9 -0.8 -0.5
H 7.416865 -5.161500 -5.157548 -1.4 -0.4 -0.8
C 0.214865 -0.110500 5.509452 1.8 1.5 6.2
C 0.680865 0.090500 7.022452 -3.6 -6.5 -5.3
C 0.525865 -1.143500 7.815452 2.9 4.8 -0.5
C 0.234865 -2.331500 7.221452 -3.0 -2.2 0.6
C -0.303135 -2.369500 5.867452 -0.2 -3.6 3.5
C -0.285135 -1.304500 5.045452 1.3 0.0 0.4
O -0.592135 -1.431500 3.775452 -0.9 4.0 -1.6
O 0.908865 -0.992500 9.165452 -3.5 -1.2 -0.6
H 0.280865 0.820500 5.019452 0.0 0.5 -1.3
H 1.118865 0.997500 7.221452 0.7 1.8 1.1
H 0.057865 -3.213500 8.030452 0.6 1.9 -2.5
H -0.847135 -3.330500 5.554452 1.2 1.5 0.3
H -0.652135 -2.160500 3.218452 0.0 -2.7 -0.3
H 1.813865 -0.899500 9.267452 2.7 0.3 0.0
C 1.670865 -4.147500 -4.389548 4.1 -4.9 -3.6
C 2.827865 -4.585500 -5.387548 -5.1 0.6 4.6
C 3.080865 -5.929500 -5.485548 1.4 2.6 -2.5
C 2.313865 -6.922500 -4.893548 -1.5 0.8 1.6
C 1.254865 -6.530500 -4.057548 3.2 3.1 -2.3
C 1.016865 -5.150500 -3.763548 -1.6 -2.4 0.4
O 0.050865 -4.894500 -2.764548 0.0 0.6 -0.1
O 4.170865 -6.131500 -6.337548 0.0 -4.3 2.9
H 1.706865 -3.215500 -4.055548 -0.4 4.1 1.0
H 3.363865 -3.790500 -5.851548 0.5 0.1 -0.3
H 2.481865 -7.972500 -4.923548 0.5 -0.5 -0.6
H 0.682865 -7.260500 -3.673548 -2.0 -2.3 1.6
H -0.659135 -5.556500 -2.599548 1.2 0.4 -0.6
H 4.232865 -5.539500 -7.023548 -0.2 2.3 -2.2
```
Positions in Å, forces in eV/Å.